[1]
{
  "formula": "C10H17NO2",
  "method": "ωB97M-V/def2-TZVPD",
  "symbols": ["C", "C", "C", "C", "C", "C", "C", "C", "C", "C", "N", "O", "O", "H", "H", "H", "H", "H", "H", "H", "H", "H", "H", "H", "H", "H", "H", "H", "H", "H"],
  "positions_angstrom": [[1.0128, -0.4942, -0.2642], [-0.4999, -1.7210, -0.4998], [-1.1595, 0.5292, -0.5105], [0.3106, 0.8513, -0.4343], [-1.5811, -0.7949, 0.0290], [0.5300, 1.7708, 0.7788], [0.7229, 1.5492, -1.7037], [-1.4721, -0.7044, 1.4981], [-2.9328, -1.2223, -0.4370], [3.3063, -0.2934, 0.4087], [2.0935, -1.0591, 0.0827], [2.1647, -2.3343, 0.2523], [-0.3742, -2.8133, -0.9642], [-1.7904, 1.2694, -0.0516], [-1.4208, 0.5126, -1.5525], [-0.2114, 2.5748, 0.9828], [1.4127, 2.2616, 0.7877], [0.5713, 1.2299, 1.7159], [-0.1302, 2.1724, -1.9360], [0.9638, 0.8678, -2.4817], [1.5225, 2.2636, -1.5294], [-0.4181, -0.5876, 1.7659], [-1.8273, -1.5047, 1.9975], [-2.0676, 0.0540, 1.9477], [-2.9932, -2.2578, -0.0573], [-2.9984, -1.0123, -1.4816], [-3.6045, -0.7094, 0.1590], [4.1676, -0.9280, 0.7997], [3.0078, 0.3663, 1.1754], [3.6951, 0.1641, -0.4776]],
  "forces_ev_per_angstrom": [[-4.8, -1.8, -1.0], [3.9, 0.3, 0.0], [-0.9, -0.2, -1.2], [1.8, 0.0, 1.7], [0.7, -0.5, -0.7], [-2.3, -0.6, 1.1], [-0.2, 1.4, 0.7], [1.8, 1.1, 0.2], [1.5, -1.5, 0.8], [1.5, -1.4, 0.2], [0.8, -1.0, 0.5], [0.5, 0.2, 0.0], [-1.1, 2.0, 0.8], [-0.1, 0.6, 0.2], [-0.2, 0.1, -0.8], [0.0, -0.6, -0.7], [3.2, 1.6, -0.5], [-0.3, -0.5, 0.2], [-0.2, 0.2, -0.7], [0.1, -0.5, -0.8], [0.5, -0.2, -0.1], [-0.2, 0.1, 0.3], [-0.9, -3.4, 1.4], [-0.3, 1.4, -0.1], [-0.4, 0.0, -1.1], [-0.6, -0.5, -0.7], [-1.9, 1.4, 0.7], [-1.7, 0.3, -0.5], [0.0, 1.2, 0.7], [-0.1, 0.7, -0.4]],
  "mulliken_charge": [-0.844, 0.070, -2.291, 2.702, 2.483, -1.984, -1.888, -1.957, -2.020, -0.929, 0.573, -0.717, -0.473, 0.407, 0.614, 0.328, 0.643, 0.392, 0.489, 0.420, 0.387, 0.336, 0.593, 0.422, 0.406, 0.427, 0.514, 0.244, 0.341, 0.315],
  "homo_energy_ev": [-8.12, -8.12],
  "lumo_energy_ev": [0.59, 0.59],
  "gap_ev": [8.71, 8.71]
}

[2]
{
  "formula": "C10H17NP",
  "method": "ωB97M-V/def2-TZVPD",
  "symbols": ["C", "C", "C", "C", "C", "C", "C", "C", "C", "C", "N", "P", "H", "H", "H", "H", "H", "H", "H", "H", "H", "H", "H", "H", "H", "H", "H", "H", "H"],
  "positions_angstrom": [[-2.0273, 1.1283, 0.6646], [-2.4956, -1.1735, -0.1078], [-2.6383, 0.1715, -0.0924], [-0.9708, 0.6871, 1.5962], [3.2418, -0.8764, -0.3388], [3.1168, 0.5494, 0.1484], [1.7157, -1.3470, -0.5246], [1.7577, 1.0491, -0.3207], [-0.2900, -0.5920, 1.1917], [-3.7332, 0.5706, -1.0782], [0.8726, -0.1605, -0.4359], [-1.3027, -2.0048, 0.8118], [-2.2573, 2.1413, 0.5432], [-3.0497, -1.9203, -0.7692], [-0.1963, 1.4459, 1.7204], [-1.2873, 0.5777, 2.6625], [3.8766, -1.0667, -1.3015], [3.7095, -1.5751, 0.4548], [3.3048, 0.5769, 1.2621], [3.8428, 1.2222, -0.2194], [1.5468, -1.9160, -1.3956], [1.3454, -2.0786, 0.3071], [1.3241, 1.9566, 0.2545], [1.8041, 1.4953, -1.3710], [0.7116, -0.7873, 1.7573], [-4.3958, -0.2634, -1.4405], [-3.2760, 1.0369, -1.9931], [-4.3842, 1.3076, -0.7338], [0.1343, -0.1545, -1.2520]],
  "forces_ev_per_angstrom": [[0.3, -3.0, -0.1], [2.1, -5.0, 1.0], [-2.7, 3.9, -1.9], [1.3, 0.1, 0.1], [0.2, -2.7, -0.4], [-0.2, -0.1, 1.6], [1.1, -1.3, 2.4], [-1.1, 1.9, -1.1], [2.7, 1.4, 1.0], [0.7, -0.3, -2.1], [-3.1, 0.2, -0.3], [-0.1, -0.8, -0.9], [-0.5, 1.3, 0.1], [0.1, 1.6, 1.1], [0.0, 0.2, -0.1], [-0.3, -0.2, -0.5], [-1.4, 0.7, 1.6], [-0.6, 1.3, -1.3], [-0.8, 0.0, -1.0], [1.0, 0.5, -0.7], [-0.1, -0.3, -1.3], [1.1, 1.2, -1.3], [0.4, -1.9, -0.4], [0.3, -0.7, 1.2], [-2.2, 0.2, -0.7], [0.9, 0.6, 0.5], [-0.3, -0.6, 0.6], [-1.0, 1.3, 1.0], [2.0, 0.4, 2.1]],
  "mulliken_charge": [-0.424, -0.424, 1.054, -1.044, -0.451, -0.635, -0.546, -0.502, -0.308, -1.509, -0.189, -0.116, 0.514, 0.261, 0.394, 0.425, 0.283, 0.270, 0.247, 0.402, 0.415, 0.210, 0.284, 0.336, 0.598, 0.369, 0.287, 0.397, 0.400],
  "homo_energy_ev": [-12.23, -12.23],
  "lumo_energy_ev": [-5.03, -5.03],
  "charge": 1,
  "gap_ev": [7.20, 7.20]
}

[3]
{
  "formula": "C10H18F2NOP",
  "method": "ωB97M-V/def2-TZVPD",
  "symbols": ["C", "C", "C", "C", "C", "C", "C", "C", "C", "C", "N", "O", "F", "F", "P", "H", "H", "H", "H", "H", "H", "H", "H", "H", "H", "H", "H", "H", "H", "H", "H", "H", "H"],
  "positions_angstrom": [[1.2441, -0.1918, 1.6650], [-1.4101, 0.6420, -2.6528], [-1.8200, -0.5247, -1.7993], [-1.2783, 2.0188, -1.9656], [-1.1165, -0.5583, -0.4147], [-0.7324, 1.9783, -0.5968], [-1.3213, 0.8172, 0.2327], [2.8504, -1.7831, 0.7350], [0.9195, -2.4342, 2.0844], [1.7123, 0.9217, 0.9746], [1.6252, -1.4488, 1.3643], [0.1689, -0.0905, 2.4197], [2.7773, 0.9241, 0.1820], [1.5695, 2.1153, 1.5815], [-1.2005, 0.8609, 2.1498], [-0.4351, 0.5232, -3.1729], [-2.0539, 0.8470, -3.5303], [-2.9492, -0.3967, -1.7134], [-1.5627, -1.4897, -2.2503], [-0.8685, 2.7978, -2.5928], [-2.4237, 2.3731, -1.9617], [-1.6121, -1.3619, 0.0682], [-0.1260, -0.6862, -0.6397], [0.3364, 2.0094, -0.7945], [-1.0710, 2.9569, -0.1301], [3.2350, -2.7450, 1.1879], [2.6860, -1.9668, -0.3169], [3.5176, -0.9895, 0.9226], [0.9785, -3.4274, 1.4784], [1.4169, -2.7362, 3.0038], [-0.0082, -1.8990, 2.2529], [-2.4500, 0.8974, -0.0536], [-0.5981, 2.0467, 2.2822]],
  "forces_ev_per_angstrom": [[1.9, 2.6, -3.2], [2.0, 1.6, -2.1], [-1.0, 0.2, 0.3], [-5.1, -0.2, -0.9], [-2.3, 1.9, -1.3], [-0.2, 1.5, 1.0], [-2.0, 0.3, -0.2], [0.2, -1.7, 0.7], [0.2, -2.7, -1.2], [-0.8, -1.4, 2.3], [-0.4, -0.3, 0.5], [-1.1, 0.7, 1.4], [0.5, 0.2, -0.6], [0.0, 0.6, -0.3], [-0.7, -1.9, -1.4], [-0.1, -0.7, 0.5], [-0.1, -0.6, 0.5], [1.2, -0.7, 0.3], [-0.5, 0.2, -0.4], [0.7, -0.2, -0.2], [2.0, -0.5, 0.5], [0.1, -0.8, 1.1], [2.7, -0.9, 0.0], [0.4, -0.3, 1.0], [0.9, -1.0, -0.2], [-0.2, 1.1, -0.4], [0.3, 0.1, -0.5], [1.2, 0.5, -0.2], [-1.0, 1.7, 0.7], [0.0, 0.3, 0.6], [-0.6, -1.8, 0.3], [1.3, 0.5, 1.4], [0.7, 1.8, 0.0]],
  "mulliken_charge": [0.623, -0.589, -0.922, -0.990, -0.733, -0.225, -0.011, -1.181, -1.147, 0.166, 0.305, -0.474, -0.302, -0.287, -0.177, 0.283, 0.403, 0.340, 0.383, 0.410, 0.303, 0.411, 0.341, 0.160, 0.244, 0.343, 0.272, 0.494, 0.353, 0.342, 0.370, 0.486, 0.007],
  "homo_energy_ev": -7.21,
  "lumo_energy_ev": 0.78,
  "smiles": "CN(C)C(OPC1CCCCC1)=C(F)F",
  "gap_ev": 7.99
}

[4]
{
  "formula": "C10H18FO3P",
  "method": "ωB97M-V/def2-TZVPD",
  "symbols": ["C", "C", "C", "C", "C", "C", "C", "C", "C", "C", "O", "O", "O", "F", "P", "H", "H", "H", "H", "H", "H", "H", "H", "H", "H", "H", "H", "H", "H", "H", "H", "H", "H"],
  "positions_angstrom": [[-2.9951, -0.6066, -0.4551], [-1.9653, -1.1908, -0.2950], [-4.1717, 0.2167, -0.6161], [-0.1255, -1.1309, 2.3533], [-1.0399, 2.4786, -1.2115], [3.3785, 0.9910, 0.2690], [-0.4966, -2.3067, 1.4154], [0.3524, 1.8295, -1.1856], [3.3043, -0.6054, 0.0609], [-0.6610, -1.8158, -0.0135], [1.2343, -0.8080, -1.9669], [0.2442, 0.7234, -0.1800], [1.9885, -1.1339, 0.4272], [-0.4820, -2.9186, -0.8936], [0.7746, -0.7460, -0.5544], [-3.8196, 1.2306, -0.6620], [-4.8685, 0.2602, 0.2140], [-4.7279, 0.0938, -1.6464], [0.9073, -0.8948, 2.0930], [-0.8210, -0.2900, 2.1137], [-0.1482, -1.5495, 3.3987], [-1.7290, 1.9418, -1.7785], [-1.4719, 2.8393, -0.2001], [-0.8682, 3.4927, -1.6417], [2.6656, 1.4352, -0.4380], [3.0747, 1.0715, 1.3501], [4.4507, 1.1185, 0.1402], [0.2096, -3.2484, 1.3819], [-1.5306, -2.6958, 1.6706], [1.0274, 2.5034, -0.8303], [0.6424, 1.5005, -2.1680], [4.0289, -0.9662, 0.7839], [3.6386, -0.8193, -0.9354]],
  "forces_ev_per_angstrom": [[-0.4, -0.1, 0.1], [1.1, -0.3, 0.3], [-1.1, 0.5, -2.2], [-0.1, -1.5, 0.1], [1.5, 2.9, 1.8], [-0.9, -3.3, 0.9], [-0.9, -1.7, 0.2], [-3.6, -1.7, 0.9], [-0.1, 2.3, 1.1], [0.7, -0.5, -1.0], [-0.7, -0.2, 0.8], [0.8, 0.1, -0.8], [0.5, 0.2, -0.7], [-0.4, 0.1, 0.4], [0.7, 1.0, -1.7], [0.3, 0.7, -0.1], [-0.2, -0.7, 0.1], [1.0, -0.2, 2.1], [-0.4, 0.5, 0.6], [0.6, -0.6, 0.8], [-0.3, 1.0, -0.9], [-1.2, -0.9, -0.8], [0.8, -1.4, -1.2], [-0.3, -0.7, -0.4], [0.9, 0.4, 0.4], [0.3, 0.7, -1.2], [-0.2, 1.0, -0.2], [-1.1, 2.1, 0.3], [1.2, 0.2, 0.0], [2.0, 1.7, 1.2], [0.1, -0.6, -0.2], [-0.3, -0.7, 0.0], [-0.4, -0.6, -0.5]],
  "mulliken_charge": [0.232, -0.974, -1.098, -0.924, -1.287, -0.743, -0.778, -0.508, -0.608, 1.729, -0.806, -0.076, -0.317, -0.371, 0.681, 0.282, 0.333, 0.250, 0.199, 0.244, 0.428, 0.333, 0.238, 0.441, 0.044, 0.241, 0.431, 0.246, 0.403, 0.481, 0.463, 0.406, 0.385],
  "homo_energy_ev": -9.85,
  "lumo_energy_ev": 0.79,
  "smiles": "CC#C[C@](F)(CC)P(=O)(OCC)OCC",
  "gap_ev": 10.64
}